No. 1
Here is a molecular structure, C2H2F2HgLiO in a non-equilibrium geometry from the Open Molecules 2025 dataset. Energies are from ωB97M-V/def2-TZVPD.

Computed properties:
- relative energy (zero: lowest compared OMol25 entry of this formula, charge and spin) (eV) = 0.0000
- M (Da) = 287.56
- total charge = +1
- E_LUMO (alpha / beta) (eV) = -5.516 / -7.061
- 2S+1 = 3

Element x y z (Å)
F1 -2.71 3.77 0.52
O1 -0.43 0.01 -0.19
Li1 -1.06 -0.98 -1.78
Hg1 -1.82 2.05 0.49
C1 0.97 -1.53 0.24
C2 0.80 -0.13 0.25
H1 1.99 -1.66 0.73
F2 0.74 -2.13 -0.91
H2 1.51 0.60 0.66

Atom charges from the Mulliken analysis, given in e for atoms 1 to 2: atom 1 (F): -0.577, atom 2 (O): -0.619

No. 2
Here is 2 unconnected molecules or ions with the total composition C2H2F2N2O4 in a non-equilibrium geometry from the Open Molecules 2025 dataset. Energies are from ωB97M-V/def2-TZVPD.

Computed properties:
- relative energy (zero: lowest compared OMol25 entry of this formula, charge and spin) (eV) = 0.1860
- M (Da) = 156.04
- total charge = 0
- E_LUMO (alpha / beta) (eV) = -1.674 / -1.674

Element x y z (Å)
C1 1.24 -1.02 -0.72
C2 -0.62 0.00 0.14
N1 -0.86 1.12 -0.77
N2 -0.27 0.31 1.55
O1 0.02 1.93 -0.87
O2 0.58 1.14 1.71
O3 -1.92 1.11 -1.35
O4 -0.88 -0.31 2.37
F1 1.87 -1.49 0.32
F2 -1.58 -0.92 0.07
H1 0.75 -1.77 -1.33
H2 1.67 -0.11 -1.13

Atom charges from the Mulliken analysis, given in e for atoms 1 to 2: atom 1 (C): -0.071, atom 2 (C): 0.059

No. 3
Here is a gas-phase ion, C2H2F2P (charge +1) in a non-equilibrium geometry from the Open Molecules 2025 dataset. Energies are from ωB97M-V/def2-TZVPD.

Computed properties:
- relative energy (zero: lowest compared OMol25 entry of this formula, charge and spin) (eV) = 0.7852
- M (Da) = 95.01
- total charge = +1
- E_LUMO (eV) = -7.985

Element x y z (Å)
C1 -1.24 -0.18 -0.42
C2 -0.74 0.28 0.66
F1 1.49 0.89 -0.95
F2 1.36 -1.25 -0.04
P1 1.27 0.19 0.53
H1 -1.16 -0.47 -1.45
H2 -0.98 0.55 1.67

Atom charges from the Mulliken analysis, given in e for atoms 1 to 2: atom 1 (C): 0.057, atom 2 (C): -0.276

No. 4
Here is a molecular structure, C2H2F2S in a non-equilibrium geometry from the Open Molecules 2025 dataset. Energies are from ωB97M-V/def2-TZVPD.

Computed properties:
- relative energy (zero: lowest compared OMol25 entry of this formula, charge and spin) (eV) = 1.9928
- M (Da) = 96.10
- total charge = 0
- E_LUMO (eV) = 0.647

Element x y z (Å)
C1 0.23 -0.79 -0.70
C2 -0.14 0.68 0.68
F1 0.14 1.89 0.24
F2 -1.36 0.63 1.19
S1 1.05 -0.59 0.90
H1 -0.62 -1.44 -0.74
H2 0.70 -0.38 -1.57

Atom charges from the Mulliken analysis, given in e for atoms 1 to 2: atom 1 (C): -0.755, atom 2 (C): 0.588

No. 5
Here is C2H2F2S in the gas phase in a non-equilibrium geometry from the Open Molecules 2025 dataset. Energies are from ωB97M-V/def2-TZVPD.

Computed properties:
- relative energy (zero: lowest compared OMol25 entry of this formula, charge and spin) (eV) = 1.1485
- M (Da) = 96.10
- total charge = 0
- E_LUMO (alpha / beta) (eV) = 0.959 / -3.239
- 2S+1 = 3

Element x y z (Å)
C1 1.49 -0.28 -0.73
C2 0.53 0.62 -0.65
F1 1.41 -1.64 -0.96
F2 0.99 1.95 -0.38
S1 3.23 0.13 0.51
H1 2.72 1.25 0.60
H2 -0.73 0.55 -0.72

Atom charges from the Mulliken analysis, given in e for atoms 1 to 2: atom 1 (C): -0.085, atom 2 (C): 0.147

No. 6
Here is C2H2F2S2 in the gas phase in a non-equilibrium geometry from the Open Molecules 2025 dataset. Energies are from ωB97M-V/def2-TZVPD.

Computed properties:
- relative energy (zero: lowest compared OMol25 entry of this formula, charge and spin) (eV) = 1.3403
- M (Da) = 128.17
- total charge = 0
- E_LUMO (alpha / beta) (eV) = -0.360 / -2.879
- 2S+1 = 3

Element x y z (Å)
C1 -0.59 0.14 -0.81
C2 0.27 0.70 0.30
F1 -1.88 0.31 -0.96
F2 -0.31 1.70 0.84
S1 0.31 -1.26 -2.23
S2 0.57 -0.72 1.65
H1 1.29 1.00 0.11
H2 0.35 -1.88 1.09

Atom charges from the Mulliken analysis, given in e for atoms 1 to 2: atom 1 (C): 0.040, atom 2 (C): 0.191

No. 7
Here is 2 unconnected molecules or ions with the total composition C2H2F2Si in a non-equilibrium geometry from the Open Molecules 2025 dataset. Energies are from ωB97M-V/def2-TZVPD.

Computed properties:
- relative energy (zero: lowest compared OMol25 entry of this formula, charge and spin) (eV) = 3.1757
- M (Da) = 92.12
- total charge = 0
- E_LUMO (eV) = -0.801

Element x y z (Å)
C1 0.51 0.36 -1.19
C2 1.04 0.25 -2.28
F1 -1.24 -1.62 2.96
F2 -0.53 0.73 1.22
Si1 0.60 1.39 0.29
H1 -1.62 -1.04 2.22
H2 1.23 -0.07 -3.21

Atom charges from the Mulliken analysis, given in e for atoms 1 to 2: atom 1 (C): -0.308, atom 2 (C): -0.090

No. 8
Here is 2 unconnected molecules or ions with the total composition C2H2F3O2Si in a non-equilibrium geometry from the Open Molecules 2025 dataset. Energies are from ωB97M-V/def2-TZVPD.

Computed properties:
- relative energy (zero: lowest compared OMol25 entry of this formula, charge and spin) (eV) = 0.0586
- M (Da) = 143.12
- total charge = -1
- E_LUMO (eV) = 3.413

Element x y z (Å)
C1 2.31 0.08 -1.48
C2 -1.66 0.98 0.83
O1 2.25 1.22 -1.70
O2 2.50 -1.02 -1.27
F1 -0.23 -0.47 -0.97
F2 -0.92 -2.08 1.01
F3 0.81 -0.36 1.38
Si1 -0.65 -0.48 0.60
H1 -2.27 0.98 1.71
H2 -2.14 1.16 -0.11

Atom charges from the Mulliken analysis, given in e for atoms 1 to 2: atom 1 (C): 0.775, atom 2 (C): -0.945

No. 9
Here is 2 unconnected molecules or ions with the total composition C2H2FI in a non-equilibrium geometry from the Open Molecules 2025 dataset. Energies are from ωB97M-V/def2-TZVPD.

Computed properties:
- relative energy (zero: lowest compared OMol25 entry of this formula, charge and spin) (eV) = 4.7634
- M (Da) = 171.94
- total charge = 0
- E_LUMO (alpha / beta) (eV) = -0.700 / -0.660

Element x y z (Å)
C1 -0.10 -0.30 -1.14
C2 -0.20 0.28 0.84
F1 -0.81 0.59 -1.84
I1 1.27 -0.26 2.22
H1 0.97 -0.50 -1.32
H2 -1.13 0.20 1.24

Atom charges from the Mulliken analysis, given in e for atoms 1 to 2: atom 1 (C): -0.016, atom 2 (C): -0.544

No. 10
Here is a molecular structure, C2H2FLiO in a non-equilibrium geometry from the Open Molecules 2025 dataset. Energies are from ωB97M-V/def2-TZVPD.

Computed properties:
- relative energy (zero: lowest compared OMol25 entry of this formula, charge and spin) (eV) = 2.9903
- M (Da) = 67.98
- total charge = 0
- E_LUMO (eV) = -0.426

Element x y z (Å)
C1 0.58 -0.36 -0.11
C2 -0.62 -0.17 0.62
O1 -0.72 0.26 -0.81
H1 1.03 -1.27 -0.51
F1 1.50 0.70 -0.05
H2 -1.17 -1.11 0.78
Li1 -0.61 1.95 0.08

Atom charges from the Mulliken analysis, given in e for atoms 1 to 2: atom 1 (C): 0.489, atom 2 (C): -0.828

No. 11
Here is C2H2FN in the gas phase in a non-equilibrium geometry from the Open Molecules 2025 dataset. Energies are from ωB97M-V/def2-TZVPD.

Computed properties:
- relative energy (zero: lowest compared OMol25 entry of this formula, charge and spin) (eV) = 3.2674
- M (Da) = 59.04
- total charge = 0
- structure (SMILES) = F[C@@H]1C=N1
- E_LUMO (eV) = -0.447

Element x y z (Å)
C1 -0.67 0.07 -0.07
C2 0.77 0.11 -0.43
N1 0.13 1.36 -0.31
F1 0.80 -0.24 -1.77
H1 -1.54 -0.46 0.19
H2 1.54 -0.40 0.09

Atom charges from the Mulliken analysis, given in e for atoms 1 to 2: atom 1 (C): -0.334, atom 2 (C): 0.388

No. 12
Here is 2 unconnected molecules or ions with the total composition C2H2FN3O in a non-equilibrium geometry from the Open Molecules 2025 dataset. Energies are from ωB97M-V/def2-TZVPD.

Computed properties:
- relative energy (zero: lowest compared OMol25 entry of this formula, charge and spin) (eV) = 6.0763
- M (Da) = 103.06
- total charge = 0
- E_LUMO (eV) = -0.403

Element x y z (Å)
C1 -0.83 1.00 0.44
C2 -0.04 -0.07 -0.05
N1 -2.06 0.59 0.36
N2 -0.79 -1.06 -0.41
N3 1.94 -0.17 -0.54
O1 -2.04 -0.66 -0.15
F1 2.53 -0.55 0.63
H1 -0.55 1.96 0.81
H2 1.85 -1.05 -1.08

Atom charges from the Mulliken analysis, given in e for atoms 1 to 2: atom 1 (C): -0.212, atom 2 (C): 0.422